The following is a quantum chemistry calculation of a gas-phase ion, CH7N2S (charge +1) at a distorted geometry, from the OMol25 dataset.

Output
Total charge: +1
LUMO level (eV): -3.9
HOMO-LUMO gap (eV): 10.233
Energy above the lowest of the compared OMol25 structures with the same formula, charge and spin (kJ/mol): 144.8
E (Ha): -549.700072

Structure (XYZ):
```
11
Properties=species:S:1:pos:R:3:forces:R:3:nbo_charge:R:1
N 0.88185 -1.16462 0.07135 -1.0 0.6 1.3 -0.829
C 0.01996 -0.17554 -0.41194 -1.6 0.2 4.1 0.141
N 0.31202 1.28898 0.10745 0.3 1.8 -0.6 -0.763
S -1.93623 -0.08893 0.32438 2.2 -0.2 -1.0 -0.146
H 1.13501 -1.85561 -0.61834 0.1 -0.1 0.1 0.422
H 0.69796 -1.55287 1.03537 0.3 0.6 -1.7 0.418
H 0.13518 -0.02197 -1.41098 -0.4 -0.2 -3.0 0.202
H 1.21091 1.77803 -0.32032 -2.0 -1.4 1.3 0.465
H 0.30082 1.28848 1.15743 0.3 0.2 -1.1 0.459
H -0.54297 1.89241 -0.20061 1.8 -1.1 0.6 0.460
H -2.21452 -1.38835 0.26620 0.1 -0.3 -0.1 0.172
```
Forces are in eV/Å.

The following is a quantum chemistry calculation of 2 unconnected molecules or ions with the total composition CH7N3 at a distorted geometry, from the OMol25 dataset.

Output
Total charge: +1
Spin multiplicity: 2
LUMO level (alpha / beta) (eV): -4.8 / -9.1
HOMO-LUMO gap (alpha / beta) (eV): 9.076 / 4.450
Energy above the lowest of the compared OMol25 structures with the same formula, charge and spin (kJ/mol): 0.0
E (Ha): -206.216601

Structure (XYZ):
```
11
Properties=species:S:1:pos:R:3:forces:R:3:mulliken_spin:R:1
N -2.15183 -0.33880 0.69702 1.7 -0.7 -0.3 0.052
H -1.73516 -0.73934 1.53621 -0.5 0.2 -0.1 0.000
H -1.48433 0.29929 0.28685 -0.3 0.2 0.1 -0.001
H -3.00040 0.13803 0.87821 -0.8 0.3 0.3 0.000
N 1.33804 -0.91395 -0.36678 -1.5 0.4 1.0 0.212
C 1.39120 0.39980 -0.43920 1.3 -1.3 -0.2 -0.035
N 0.37103 1.09382 -0.87383 -0.5 0.8 -0.2 0.763
H 1.93381 -1.45763 0.24746 0.7 0.2 -0.4 -0.004
H 0.40777 -1.33598 -0.45693 0.2 0.0 -0.5 0.006
H 2.34613 0.86284 -0.17459 -0.2 0.2 0.2 0.023
H 0.58372 1.99191 -1.33443 -0.1 -0.4 0.0 -0.015
```
Forces are in eV/Å.

The following is a quantum chemistry calculation of 2 unconnected molecules or ions with the total composition CH7N3O at a distorted geometry, from the OMol25 dataset.

Output
Total charge: 0
LUMO level (eV): 0.7
HOMO-LUMO gap (eV): 10.020
Energy above the lowest of the compared OMol25 structures with the same formula, charge and spin (kJ/mol): 193.6
E (Ha): -281.776088

Structure (XYZ):
```
12
Properties=species:S:1:pos:R:3:forces:R:3:nbo_charge:R:1
N -0.09902 -0.05118 1.17230 1.8 0.8 -7.3 -0.816
C -0.64924 -0.29172 -0.01758 2.1 0.4 2.4 0.593
N -1.93244 -0.92710 -0.15681 1.6 0.1 -0.5 -0.861
N 0.13317 0.22712 -1.14802 -4.6 -2.5 0.6 -0.873
H -0.48527 -0.28128 1.98577 -2.9 -1.4 3.5 0.356
H -1.90537 -1.97229 -0.11206 0.0 1.5 -0.2 0.398
H -2.26605 -0.55662 -1.03190 -0.7 -0.7 -0.4 0.373
H 0.10530 -0.19490 -2.12221 0.3 0.9 2.3 0.410
H 0.86437 0.67291 -0.67895 2.2 0.7 -0.5 0.422
O 2.45837 1.04010 0.50346 -1.4 2.6 0.1 -0.961
H 1.88749 0.44293 1.00704 -0.3 -0.4 0.2 0.497
H 1.88870 1.89204 0.59897 1.7 -2.0 -0.2 0.462
```
Forces are in eV/Å.

The following is a quantum chemistry calculation of 2 unconnected molecules or ions with the total composition CH7N3P at a distorted geometry, from the OMol25 dataset.

Output
Total charge: +1
Spin multiplicity: 3
LUMO level (alpha / beta) (eV): -3.9 / -7.3
HOMO-LUMO gap (alpha / beta) (eV): 6.972 / 6.479
Energy above the lowest of the compared OMol25 structures with the same formula, charge and spin (kJ/mol): 0.0
E (Ha): -547.520010

Structure (XYZ):
```
12
Properties=species:S:1:pos:R:3:forces:R:3:mulliken_spin:R:1
C 0.83701 0.16843 -0.27964 2.1 0.5 -1.6 0.896
N 1.15035 1.35927 -0.76671 0.4 -3.2 1.7 0.025
N -2.45439 -0.34227 -0.80289 0.9 -2.3 -2.1 0.240
N 1.70307 -0.72412 0.16635 0.2 2.7 -0.2 0.001
P -1.75451 0.70109 0.28764 -1.1 -0.2 2.0 0.770
H 2.08461 1.64406 -0.62363 1.1 0.7 -0.1 0.031
H 0.50318 1.96682 -1.13390 -1.8 1.6 -0.7 0.002
H -2.04786 -1.30553 -0.68921 -1.3 1.0 -0.3 0.005
H -2.73523 -0.19104 -1.80050 0.5 0.3 1.5 -0.010
H 2.72856 -0.49380 0.22983 -1.4 -0.6 0.1 0.039
H 1.36736 -1.63985 0.13400 0.0 -1.9 0.3 0.008
H -1.82348 -0.40896 1.28822 0.4 1.3 -0.5 -0.007
```
Forces are in eV/Å.

The following is a quantum chemistry calculation of 2 unconnected molecules or ions with the total composition CH7N4 at a distorted geometry, from the OMol25 dataset.

Output
Total charge: +1
LUMO level (eV): -5.5
HOMO-LUMO gap (eV): 9.242
Energy above the lowest of the compared OMol25 structures with the same formula, charge and spin (kJ/mol): 158.4
E (Ha): -260.964490

Structure (XYZ):
```
12
Properties=species:S:1:pos:R:3:forces:R:3:nbo_charge:R:1
C -1.01380 -0.67316 -0.24438 -0.5 1.1 -0.2 0.211
N -2.11887 -0.27195 0.16943 1.2 1.1 0.0 -0.573
N -0.20113 1.40625 0.09958 -0.7 1.1 0.6 -0.450
N -0.05013 0.35629 -0.58324 0.4 1.5 -0.3 0.027
N 1.74390 -0.44510 -0.05619 -1.6 -3.8 0.4 -0.860
H -0.62707 -1.58888 -0.58699 0.0 -1.5 -0.2 0.197
H -2.86816 -0.90143 0.26526 -0.9 -1.3 0.1 0.397
H 0.21581 2.32659 -0.06394 0.3 -0.8 -1.0 0.419
H -0.97003 1.48430 0.76744 0.0 -0.8 0.4 0.409
H 2.23455 -0.77711 -0.89803 0.1 0.9 0.8 0.431
H 2.00218 0.30768 0.49646 1.5 2.0 0.3 0.394
H 1.65275 -1.22346 0.63460 0.2 0.5 -1.0 0.398
```
Forces are in eV/Å.

The following is a quantum chemistry calculation of a gas-phase ion, CH7N4O (charge +1), from the OMol25 dataset.

Output
Total charge: +1
LUMO level (eV): -3.1
HOMO-LUMO gap (eV): 11.640
Energy above the lowest of the compared OMol25 structures with the same formula, charge and spin (kJ/mol): 29.1
E (Ha): -336.246794

Structure (XYZ):
```
13
Properties=species:S:1:pos:R:3:forces:R:3:nbo_charge:R:1
N 0.73086 -1.28729 1.64609 0.3 0.4 -0.1 -0.544
O 0.10993 -1.86368 0.47743 -0.2 0.0 0.0 -0.218
N 0.27468 -1.04708 -0.62304 0.2 0.1 0.3 -0.287
C -0.27257 0.17199 -0.70286 0.0 -0.1 0.3 0.652
N -0.13919 0.86444 -1.83018 0.0 0.1 -0.1 -0.756
N -0.90951 0.67672 0.33952 -0.2 -0.1 0.0 -0.743
H 0.19888 -1.67588 2.42266 0.0 -0.2 -0.2 0.376
H 1.68332 -1.65232 1.71006 -0.2 -0.1 -0.2 0.372
H 0.81666 -1.44921 -1.37570 0.0 0.0 0.2 0.416
H -0.53453 1.78643 -1.91316 0.0 0.0 0.0 0.430
H 0.30130 0.47621 -2.64780 0.0 0.0 0.0 0.429
H -1.29463 1.60731 0.32456 0.0 -0.1 -0.1 0.429
H -0.92164 0.16168 1.20800 0.1 0.2 -0.1 0.445
```
Forces are in eV/Å.

The following is a quantum chemistry calculation of 2 unconnected molecules or ions with the total composition CH7N4OP at a distorted geometry, from the OMol25 dataset.

Output
Total charge: +2
LUMO level (alpha / beta) (eV): -11.9 / -11.9
HOMO-LUMO gap (alpha / beta) (eV): 6.383 / 6.384
Energy above the lowest of the compared OMol25 structures with the same formula, charge and spin (kJ/mol): 188.2
E (Ha): -677.084471

Structure (XYZ):
```
14
Properties=species:S:1:pos:R:3:forces:R:3:nbo_charge:R:1
C 0.21022 0.83600 -0.44195 2.8 -0.7 -0.5 -0.076
N 1.23848 1.51935 -0.01550 -1.4 -1.5 -1.8 -0.150
N -1.47903 -1.12495 0.32240 -4.3 -0.6 0.7 -0.453
N 2.51113 1.26018 -0.21980 -3.7 -6.5 -2.5 -0.514
N -2.71193 -1.30300 0.37559 -1.9 0.0 -1.8 -0.233
O 1.00164 -1.64397 0.53478 1.0 0.0 -0.1 -0.930
P -0.28781 -2.27461 0.46124 1.9 -1.4 0.6 1.720
H -0.72695 1.20115 -0.32849 -2.4 1.8 0.8 0.217
H 0.18493 -0.08541 -1.02543 1.3 0.5 0.1 0.224
H 0.99194 2.39948 0.33501 -0.1 1.8 1.1 0.451
H 2.55924 0.26396 -0.66227 1.1 2.7 1.2 0.432
H 3.21919 1.83367 0.00188 2.9 2.6 1.1 0.439
H -3.29701 -1.49431 -0.50243 1.3 0.6 0.6 0.423
H -3.41405 -1.38755 1.16497 1.8 0.5 0.4 0.450
```
Forces are in eV/Å.

The following is a quantum chemistry calculation of 2 unconnected molecules or ions with the total composition CH7N4P2 at a distorted geometry, from the OMol25 dataset.

Output
Total charge: +1
LUMO level (eV): -4.4
HOMO-LUMO gap (eV): 6.755
Energy above the lowest of the compared OMol25 structures with the same formula, charge and spin (kJ/mol): 163.5
E (Ha): -943.746580

Structure (XYZ):
```
14
Properties=species:S:1:pos:R:3:forces:R:3:nbo_charge:R:1
C -1.04377 0.05645 0.04547 0.9 -0.7 -0.7 0.683
N 2.86726 -0.12290 0.48205 1.0 -1.9 0.5 -1.224
N -2.19904 -0.59715 0.10656 0.6 3.7 -2.3 -0.733
N -0.84303 0.91156 -0.97312 0.7 -1.1 3.6 -0.745
N -0.12876 -0.34096 0.92451 1.6 1.5 -1.0 -0.766
P 2.48342 1.23824 -0.23785 -0.4 1.6 -1.1 0.457
P 3.37870 -1.41697 1.09358 -0.2 0.2 0.2 0.886
H -2.94062 -0.40736 -0.50436 -1.0 0.7 -0.8 0.414
H -2.33064 -1.34920 0.62735 -0.3 -4.0 2.9 0.402
H -1.37229 0.81308 -1.73849 -2.5 -0.3 -3.2 0.403
H -0.16134 1.60225 -1.01596 1.5 1.0 0.4 0.427
H -0.51382 -0.81294 1.68742 -0.1 -0.9 1.4 0.406
H 1.88376 0.58237 -1.38105 0.3 0.2 0.2 -0.063
H 0.92018 -0.15647 0.88388 -2.1 0.1 -0.1 0.453
```
Forces are in eV/Å.

The following is a quantum chemistry calculation of CH7N5 in the gas phase at a distorted geometry, from the OMol25 dataset.

Output
Total charge: 0
LUMO level (alpha / beta) (eV): 0.6 / 0.6
HOMO-LUMO gap (alpha / beta) (eV): 8.707 / 8.705
Energy above the lowest of the compared OMol25 structures with the same formula, charge and spin (kJ/mol): 310.5
E (Ha): -315.906730

Structure (XYZ):
```
13
Properties=species:S:1:pos:R:3:forces:R:3:nbo_charge:R:1
C 1.83351 -0.67445 -0.15737 -0.1 0.0 -0.1 -0.446
N 0.49344 1.27912 -0.04460 -0.7 -0.4 0.2 -0.122
N 1.25266 0.40673 0.63984 -0.1 -0.1 0.1 -0.534
N -2.43727 -0.41076 0.25545 0.0 0.1 -0.1 -0.632
N -0.76477 1.05705 -0.31276 0.4 0.0 0.2 -0.023
N -1.07946 -0.18014 0.01002 1.3 0.2 0.2 -0.270
H 0.69834 2.27120 0.04458 -0.1 -0.1 -0.2 0.379
H -0.26339 -0.47606 0.71091 -0.9 0.2 -0.3 0.379
H -2.91407 0.46340 0.46450 0.1 -0.1 0.0 0.354
H -2.85432 -0.82012 -0.57463 0.1 0.0 0.1 0.360
H 2.73310 -0.32466 -0.67352 0.0 -0.1 -0.1 0.182
H 1.16758 -1.13290 -0.90353 0.0 0.1 0.0 0.168
H 2.13464 -1.45841 0.54113 0.0 0.1 0.0 0.204
```
Forces are in eV/Å.

The following is a quantum chemistry calculation of a gas-phase ion, CH7N5 (charge +2) at a distorted geometry, from the OMol25 dataset.

Output
Total charge: +2
LUMO level (eV): -10.6
HOMO-LUMO gap (eV): 10.460
Energy above the lowest of the compared OMol25 structures with the same formula, charge and spin (kJ/mol): 15.2
E (Ha): -315.263700

Structure (XYZ):
```
13
Properties=species:S:1:pos:R:3:forces:R:3:nbo_charge:R:1
N 2.26971 0.28117 0.05294 -5.0 3.6 0.8 -0.404
N 0.97843 0.05832 0.04759 3.0 0.7 0.3 0.149
N 0.55353 -1.12875 -0.12604 0.5 -0.3 -0.3 -0.314
C -0.85179 -1.35752 0.03486 2.4 1.6 -0.2 0.274
N -1.79727 -0.57223 0.06297 -2.2 3.1 -0.5 -0.164
N -1.70970 0.92241 -0.09958 -0.2 0.4 -2.1 -0.619
H 2.96033 -0.36262 -0.10938 2.2 -2.4 -0.5 0.425
H 2.50925 1.28845 0.26455 -0.2 -1.5 -0.4 0.470
H 1.23330 -1.88656 -0.30766 -0.7 -0.1 0.1 0.449
H -1.16678 -2.25871 0.38600 -0.2 -3.3 0.4 0.274
H -1.24863 1.22841 0.79078 -1.1 0.4 -0.7 0.471
H -2.78334 1.23377 -0.28931 3.0 -0.7 1.1 0.519
H -1.10564 1.37956 -0.94199 -1.6 -1.6 2.1 0.470
```
Forces are in eV/Å.